C7H7NO4 as an isolated structure. Source: the OMol25 dataset; level of theory: the ωB97M-V functional and the def2-TZVPD basis.

```
! wB97M-V def2-TZVPD RIJCOSX def2/J DEFGRID3
* xyz 0 1
C -0.593 1.451 1.205
C -0.515 0.225 0.432
C 0.322 -0.895 0.856
C 0.687 -1.800 -0.170
C 0.347 -1.548 -1.589
C -0.530 -0.524 -1.991
C -0.853 0.542 -0.880
H 0.012 3.189 2.551
H 1.582 1.489 1.701
H 0.642 -1.457 1.880
H 1.488 -3.467 -0.760
H 0.418 -2.390 -2.227
H -1.995 0.308 -2.953
H -1.126 1.760 -1.084
N 0.618 1.440 2.170
O 0.621 2.611 3.074
O -1.406 2.343 1.028
O 1.214 -3.013 0.004
O -0.932 -0.265 -3.246
*
```

The max |F| comes out at 5.947 eV Å⁻¹. The total energy is -17046.875 eV. The gap between HOMO and LUMO comes out at 8.44 eV. The LUMO energy comes out at -0.0113 hartree. The molar mass is 169.1 g mol⁻¹.

Atomic partial charges in e from the Mulliken method, atoms 1 to 8: C 0.58; C 0.47; C -0.98; C 1.06; C -0.77; C 0.47; C -0.57; H 0.34